1.
This record from the OMol25 dataset describes a single C24H27N3O4S molecule. The level of theory is the ωB97M-V functional and the def2-TZVPD basis.

Geometry as ORCA input:
```
! wB97M-V def2-TZVPD RIJCOSX def2/J DEFGRID3
* xyz 0 1
C -4.574 -1.323 2.514
C -4.825 -2.374 1.437
O -4.322 -1.997 0.171
C -2.987 -2.048 -0.080
C -2.011 -2.560 0.768
C -0.681 -2.577 0.383
C -0.305 -2.082 -0.856
N 1.029 -2.044 -1.301
C 2.157 -2.028 -0.549
O 2.216 -2.285 0.634
C 3.386 -1.561 -1.334
C 3.454 -0.020 -1.224
C 2.083 0.543 -1.587
O 1.556 0.499 -2.674
N 1.547 1.020 -0.426
C 0.168 1.305 -0.261
C -0.520 2.025 -1.223
C -1.885 2.223 -1.102
C -2.573 1.713 -0.006
O -3.907 1.817 0.216
C -4.724 2.534 -0.689
C -4.631 4.044 -0.492
C -1.863 1.002 0.964
C -0.513 0.782 0.834
C 2.479 0.981 0.611
S 2.273 1.594 2.108
N 3.620 0.437 0.131
C 4.690 0.026 0.978
C 5.571 1.080 1.581
C 6.097 0.199 0.493
C -1.280 -1.571 -1.711
C -2.600 -1.554 -1.328
H -3.520 -1.271 2.772
H -5.141 -1.571 3.407
H -4.890 -0.348 2.149
H -5.901 -2.482 1.271
H -4.425 -3.350 1.740
H -2.266 -2.957 1.738
H 0.067 -2.967 1.053
H 1.113 -1.750 -2.266
H 3.321 -1.842 -2.385
H 4.284 -1.991 -0.890
H 4.244 0.364 -1.879
H 0.005 2.422 -2.077
H -2.391 2.777 -1.877
H -4.488 2.257 -1.723
H -5.739 2.193 -0.466
H -5.313 4.545 -1.173
H -3.620 4.400 -0.677
H -4.900 4.299 0.530
H -2.403 0.617 1.812
H 0.014 0.204 1.575
H 4.447 -0.844 1.582
H 5.348 2.108 1.341
H 5.913 0.932 2.592
H 6.814 -0.567 0.743
H 6.250 0.638 -0.481
H -0.991 -1.173 -2.673
H -3.362 -1.160 -1.981
*
```

HOMO-LUMO gap = 8.37 eV
LUMO level = 0.622 eV

2.
This record from the OMol25 dataset describes a single C24H27N3O5S2 molecule in a non-equilibrium geometry. The level of theory is the ωB97M-V functional and the def2-TZVPD basis.

Geometry as ORCA input:
```
! wB97M-V def2-TZVPD RIJCOSX def2/J DEFGRID3
* xyz 0 1
C -1.174 5.943 -0.923
O -0.365 5.298 0.027
C 0.179 4.091 -0.304
C -0.021 3.423 -1.498
C 0.573 2.192 -1.740
C 1.369 1.603 -0.772
N 1.917 0.332 -1.017
C 3.079 -0.143 -0.299
C 2.798 -0.708 1.107
O 2.889 -0.031 2.116
N 2.479 -2.008 1.113
C 2.192 -2.750 2.319
C 0.987 -3.661 2.138
S 1.290 -4.855 0.785
C 0.056 -4.389 -0.380
C 0.165 -4.855 -1.689
C -0.815 -4.483 -2.585
C -1.872 -3.695 -2.143
C -1.890 -3.312 -0.816
N -0.945 -3.643 0.049
S 0.887 -0.775 -1.739
O 0.734 -0.505 -3.137
O 1.392 -2.084 -1.407
C -0.664 -0.450 -0.915
C -0.709 -0.446 0.466
C -1.899 -0.150 1.102
C -3.043 0.151 0.368
C -4.318 0.490 1.075
C -2.972 0.143 -1.021
C -1.784 -0.157 -1.665
C 1.588 2.268 0.434
C 1.009 3.502 0.675
O 1.165 4.210 1.824
C 2.002 3.680 2.826
H -0.620 6.163 -1.843
H -2.062 5.351 -1.168
H -1.483 6.878 -0.459
H -0.638 3.854 -2.269
H 0.421 1.696 -2.683
H 3.531 -0.924 -0.914
H 3.780 0.690 -0.200
H 2.304 -2.473 0.226
H 2.013 -2.028 3.122
H 3.067 -3.355 2.587
H 0.088 -3.119 1.842
H 0.803 -4.230 3.047
H 1.005 -5.465 -1.976
H -0.760 -4.800 -3.615
H -2.659 -3.388 -2.813
H -2.694 -2.714 -0.407
H 0.181 -0.665 1.033
H -1.943 -0.145 2.181
H -4.223 1.457 1.567
H -4.539 -0.250 1.841
H -5.152 0.538 0.380
H -3.852 0.376 -1.603
H -1.706 -0.164 -2.740
H 2.204 1.811 1.189
H 1.969 4.400 3.643
H 3.034 3.577 2.475
H 1.648 2.708 3.181
*
```

HOMO-LUMO gap = 8.23 eV
LUMO level = 0.520 eV

3.
This record from the OMol25 dataset describes 2 unconnected molecules or ions with the total composition C24H27N5O4 in a non-equilibrium geometry. The level of theory is the ωB97M-V functional and the def2-TZVPD basis.

Geometry as ORCA input:
```
! wB97M-V def2-TZVPD RIJCOSX def2/J DEFGRID3
* xyz 0 1
C 6.839 2.469 0.542
C 5.720 1.438 0.654
N 5.010 1.351 -0.623
C 3.770 0.682 -0.555
C 3.588 -0.634 -1.028
C 2.369 -1.259 -0.850
C 1.241 -0.547 -0.357
C 0.003 -1.230 -0.265
C -1.273 -0.668 -0.470
C -1.455 0.598 -1.109
C -2.716 1.155 -1.254
C -3.845 0.495 -0.720
N -5.128 1.087 -0.713
C -5.533 1.608 0.592
C -6.982 2.087 0.571
O -7.268 2.886 -0.579
C -6.986 2.195 -1.798
C -5.495 1.877 -1.893
C -3.686 -0.780 -0.116
C -2.447 -1.376 -0.063
C 1.425 0.811 0.050
C 2.685 1.378 0.029
C 5.869 1.066 -1.773
C 6.891 2.194 -1.834
O 7.645 2.272 -0.623
H 6.385 3.480 0.541
H 7.535 2.354 1.390
H 6.157 0.451 0.915
H 5.002 1.729 1.432
H 4.426 -1.160 -1.489
H 2.237 -2.302 -1.139
H 0.035 -2.292 -0.032
H -0.582 1.128 -1.494
H -2.830 2.143 -1.716
H -5.411 0.800 1.324
H -4.891 2.459 0.900
H -7.649 1.204 0.615
H -7.164 2.759 1.423
H -7.565 1.250 -1.868
H -7.287 2.900 -2.590
H -4.915 2.820 -1.953
H -5.294 1.275 -2.792
H -4.576 -1.277 0.272
H -2.327 -2.384 0.333
H 0.568 1.387 0.401
H 2.858 2.396 0.386
H 6.373 0.088 -1.653
H 5.258 1.053 -2.684
H 7.640 1.997 -2.617
H 6.359 3.145 -2.033
N -0.016 -3.604 1.476
C 0.519 -3.129 2.656
N 0.500 -4.032 3.664
C -0.084 -5.131 3.078
N -0.313 -6.340 3.768
O -0.833 -7.261 3.099
O -0.007 -6.437 4.959
C -0.407 -4.886 1.738
H 0.924 -2.117 2.775
H -0.868 -5.622 1.102
*
```

HOMO-LUMO gap = 4.37 eV
LUMO level = -2.786 eV

4.
This record from the OMol25 dataset describes a single C24H27N5O5S molecule in a non-equilibrium geometry. The level of theory is the ωB97M-V functional and the def2-TZVPD basis.

Geometry as ORCA input:
```
! wB97M-V def2-TZVPD RIJCOSX def2/J DEFGRID3
* xyz 0 1
C 1.473 4.769 1.129
N 0.927 3.508 0.683
C -0.316 3.467 0.153
C -0.932 2.344 -0.293
C -2.274 2.521 -0.934
O -2.463 3.442 -1.716
N -3.244 1.651 -0.601
C -3.156 0.641 0.436
C -4.557 0.320 0.946
N -5.363 -0.219 -0.127
C -6.048 -1.382 0.051
C -6.670 -2.063 -1.012
C -7.380 -3.209 -0.733
C -7.462 -3.669 0.577
C -6.806 -2.938 1.549
N -6.124 -1.834 1.307
C -5.131 0.350 -1.437
C -4.515 1.734 -1.293
C -0.221 1.077 -0.325
O -0.644 0.053 -0.840
C 1.111 1.140 0.310
C 1.849 -0.041 0.424
C 3.099 -0.024 0.989
S 4.085 -1.509 1.110
O 3.255 -2.662 0.912
O 4.887 -1.435 2.295
N 5.119 -1.270 -0.203
C 4.484 -1.544 -1.477
C 5.443 -1.120 -2.592
O 6.684 -1.773 -2.483
C 7.287 -1.517 -1.235
C 6.385 -1.972 -0.088
C 3.650 1.162 1.456
C 2.939 2.336 1.364
C 1.657 2.348 0.789
H 0.755 5.561 0.927
H 2.398 4.996 0.596
H 1.674 4.746 2.202
H -0.841 4.410 0.089
H -2.690 -0.269 0.040
H -2.535 1.013 1.255
H -5.024 1.225 1.355
H -4.517 -0.432 1.736
H -6.588 -1.709 -2.026
H -7.866 -3.751 -1.533
H -8.011 -4.562 0.826
H -6.822 -3.245 2.588
H -6.082 0.445 -1.971
H -4.460 -0.287 -2.031
H -4.328 2.178 -2.274
H -5.201 2.395 -0.750
H 1.413 -0.964 0.073
H 3.559 -0.969 -1.531
H 4.247 -2.613 -1.568
H 5.040 -1.391 -3.569
H 5.589 -0.030 -2.542
H 8.226 -2.072 -1.231
H 7.491 -0.441 -1.132
H 6.812 -1.722 0.882
H 6.233 -3.059 -0.149
H 4.631 1.130 1.902
H 3.378 3.244 1.741
*
```

HOMO-LUMO gap = 7.69 eV
LUMO level = -0.140 eV

5.
This record from the OMol25 dataset describes a molecular structure, C24H27N7O2PPbS. The level of theory is the ωB97M-V functional and the def2-TZVPD basis.

Geometry as ORCA input:
```
! wB97M-V def2-TZVPD RIJCOSX def2/J DEFGRID3
* xyz 1 1
Pb -2.825 -0.089 -1.133
N 3.102 1.912 4.436
C 1.843 1.915 3.877
C 0.774 1.288 4.529
C -0.475 1.236 3.947
C -0.680 1.826 2.703
C 0.371 2.471 2.048
C 1.619 2.516 2.632
S -2.231 1.728 1.929
O -2.289 2.756 0.914
O -3.260 1.630 2.914
N -2.168 0.353 1.032
C -2.249 -0.894 1.599
N -2.165 -1.131 2.907
C -2.278 -2.399 3.277
C -2.481 -3.450 2.385
C -2.534 -3.108 1.057
N -2.401 -1.843 0.654
H 3.173 1.717 5.420
H 3.759 2.597 4.106
H 0.932 0.846 5.506
H -1.305 0.760 4.457
H 0.195 2.950 1.095
H 2.432 3.031 2.133
H -2.206 -2.590 4.342
H -2.580 -4.473 2.712
H -2.680 -3.856 0.284
C 0.055 -4.681 -3.653
C 0.339 -3.686 -4.586
C 0.046 -2.363 -4.312
C -0.541 -2.048 -3.094
C -0.828 -3.029 -2.163
C -0.527 -4.354 -2.440
N -0.869 -0.700 -2.711
N -0.406 0.167 -3.442
C -0.715 1.526 -3.114
C -0.118 2.462 -3.925
C -0.318 3.808 -3.642
C -1.107 4.145 -2.565
C -1.682 3.134 -1.805
N -1.494 1.838 -2.074
H 0.290 -5.714 -3.877
H 0.792 -3.948 -5.533
H 0.265 -1.581 -5.028
H -1.240 -2.740 -1.209
H -0.735 -5.126 -1.709
H 0.500 2.122 -4.745
H 0.138 4.572 -4.258
H -1.289 5.177 -2.296
H -2.302 3.358 -0.949
C 3.800 -0.665 -0.241
P 2.010 -0.497 -0.600
C 1.838 1.341 -0.661
C 1.322 -0.771 1.089
H 4.100 0.008 0.566
H 4.395 -0.451 -1.128
H 4.010 -1.692 0.060
H 2.513 1.838 0.041
H 0.813 1.612 -0.394
H 2.043 1.712 -1.667
H 1.918 -0.273 1.861
H 1.280 -1.839 1.308
H 0.308 -0.364 1.136
*
```

HOMO-LUMO gap = 6.30 eV
LUMO level = -4.185 eV

6.
This record from the OMol25 dataset describes a molecular structure, C24H27N8OS2Tc. The level of theory is the ωB97M-V functional and the def2-TZVPD basis.

Geometry as ORCA input:
```
! wB97M-V def2-TZVPD RIJCOSX def2/J DEFGRID3
* xyz 3 2
Tc -0.473 0.683 0.452
O 0.188 2.542 3.880
C 0.137 1.724 3.013
N -0.510 1.950 1.770
C -1.124 3.258 1.591
C -1.831 3.264 0.270
C -2.547 4.356 -0.188
C -3.213 4.262 -1.398
C -3.159 3.071 -2.117
C -2.428 2.024 -1.603
N -1.759 2.122 -0.442
C 0.756 0.365 3.081
C 1.401 -0.040 4.231
C 1.964 -1.309 4.260
C 1.856 -2.109 3.133
C 1.192 -1.623 2.019
N 0.640 -0.404 1.978
H -0.369 4.048 1.663
H -1.828 3.438 2.410
H -2.590 5.261 0.403
H -3.784 5.102 -1.772
H -3.684 2.956 -3.054
H -2.374 1.069 -2.107
H 1.456 0.637 5.073
H 2.484 -1.661 5.142
H 2.293 -3.098 3.108
H 1.118 -2.215 1.120
C -2.892 -2.790 3.147
N -2.089 -2.996 1.937
C -1.457 -4.177 1.599
C -0.819 -3.976 0.427
N -1.060 -2.657 0.058
C -1.841 -2.079 1.001
S -2.464 -0.477 0.943
C -0.744 -2.104 -1.217
C -0.871 -2.940 -2.314
C -0.557 -2.447 -3.568
C -0.162 -1.124 -3.671
C -0.098 -0.356 -2.526
N -0.355 -0.821 -1.287
H -3.268 -3.754 3.475
H -3.732 -2.140 2.917
H -2.277 -2.346 3.927
H -1.527 -5.053 2.221
H -0.213 -4.635 -0.168
H -1.241 -3.948 -2.189
H -0.649 -3.076 -4.444
H 0.069 -0.678 -4.628
H 0.152 0.692 -2.585
C 3.949 2.200 -3.572
N 2.836 2.338 -2.635
C 2.474 1.426 -1.747
S 1.294 1.999 -0.585
N 3.042 0.232 -1.772
C 2.998 -0.767 -0.718
H 4.152 3.173 -4.008
H 3.704 1.506 -4.378
H 4.848 1.873 -3.047
H 2.314 3.202 -2.638
H 3.695 0.064 -2.526
H 2.444 -0.357 0.120
H 4.010 -0.999 -0.389
H 2.519 -1.678 -1.079
*
```

HOMO-LUMO gap (alpha / beta) = 6.76 / 7.09 eV
LUMO level (alpha / beta) = -10.523 / -10.252 eV

7.
This record from the OMol25 dataset describes a molecular structure, C24H28As2N3ORe. The level of theory is the ωB97M-V functional and the def2-TZVPD basis.

Geometry as ORCA input:
```
! wB97M-V def2-TZVPD RIJCOSX def2/J DEFGRID3
* xyz 3 2
Re 0.331 -0.035 0.488
C -2.312 3.598 0.423
C -1.235 2.590 0.556
N -1.315 1.343 0.227
N -2.479 0.840 -0.266
C -2.361 -0.432 -0.451
O -1.131 -0.967 -0.120
C -3.376 -1.321 -0.937
C -4.638 -0.796 -1.267
C -5.623 -1.644 -1.725
C -5.361 -3.007 -1.852
C -4.109 -3.532 -1.527
C -3.116 -2.694 -1.071
C 0.077 2.888 1.141
C 0.469 4.094 1.685
C 1.719 4.189 2.292
C 2.547 3.074 2.347
C 2.112 1.897 1.771
N 0.912 1.811 1.173
H -3.201 3.163 -0.019
H -1.966 4.431 -0.194
H -2.564 4.005 1.406
H -4.828 0.262 -1.158
H -6.598 -1.254 -1.982
H -6.139 -3.668 -2.209
H -3.925 -4.591 -1.634
H -2.140 -3.091 -0.823
H -0.196 4.945 1.648
H 2.038 5.126 2.729
H 3.516 3.112 2.826
H 2.730 1.001 1.779
C 3.230 1.013 -1.404
As 1.532 0.112 -1.618
C 0.621 1.015 -3.047
C 1.956 -1.698 -2.121
C 2.189 -2.016 -3.453
C 2.579 -3.308 -3.787
C 2.739 -4.269 -2.797
C 2.503 -3.954 -1.465
C 2.108 -2.667 -1.119
As 1.691 -2.201 0.704
C 0.669 -3.656 1.451
C 3.327 -2.156 1.736
H 3.777 0.870 -2.336
H 3.805 0.567 -0.594
H 3.079 2.077 -1.230
H 1.268 1.050 -3.922
H 0.399 2.031 -2.725
H -0.302 0.489 -3.287
H 2.070 -1.278 -4.236
H 2.761 -3.562 -4.822
H 3.045 -5.272 -3.064
H 2.627 -4.719 -0.709
H 0.348 -3.396 2.458
H 1.298 -4.544 1.487
H -0.198 -3.838 0.820
H 3.830 -3.114 1.605
H 3.078 -2.019 2.788
H 3.988 -1.362 1.395
*
```

HOMO-LUMO gap (alpha / beta) = 5.36 / 5.51 eV
LUMO level (alpha / beta) = -11.414 / -11.211 eV

8.
This record from the OMol25 dataset describes a molecular structure, C24H28Co2O9 in a non-equilibrium geometry. The level of theory is the ωB97M-V functional and the def2-TZVPD basis.

Geometry as ORCA input:
```
! wB97M-V def2-TZVPD RIJCOSX def2/J DEFGRID3
* xyz -2 1
C -2.385 4.773 -0.829
C -2.087 3.667 -1.771
O -2.244 2.467 -0.959
C -1.764 1.350 -1.562
C -1.210 0.371 -0.464
C -1.112 -1.089 -0.977
O -1.500 -1.991 -0.237
C -0.692 -1.434 -2.372
C 0.751 -2.062 -2.448
C 0.977 -3.251 -1.512
C 1.632 -2.873 -0.184
C 0.945 -3.480 1.030
C 1.167 -2.732 2.346
C 0.583 -1.318 2.352
C -0.946 -1.303 2.533
C -1.558 0.084 2.354
C -2.043 0.459 0.912
O -1.741 1.254 -2.789
H -2.305 5.710 -1.353
H -3.395 4.665 -0.436
H -1.691 4.795 0.004
H -2.778 3.588 -2.616
H -1.074 3.746 -2.174
H -1.436 -2.163 -2.802
H -0.724 -0.510 -2.973
H 0.777 -2.419 -3.487
H 1.515 -1.258 -2.372
H 0.009 -3.754 -1.375
H 1.619 -3.964 -2.049
H 2.661 -3.263 -0.218
H 1.717 -1.782 -0.087
H -0.127 -3.616 0.839
H 1.335 -4.489 1.173
H 0.671 -3.308 3.139
H 2.232 -2.638 2.614
H 1.037 -0.708 3.158
H 0.795 -0.831 1.394
H -1.431 -1.998 1.822
H -1.184 -1.673 3.544
H -2.542 0.034 2.866
H -0.973 0.888 2.890
H -2.353 1.506 0.992
H -3.006 -0.091 0.775
O -0.517 5.856 2.387
C 0.272 5.763 1.538
Co 1.511 5.502 0.308
C 0.674 6.081 -1.153
O 0.166 6.389 -2.147
C 2.489 6.880 0.859
O 3.016 7.798 1.322
C 1.177 3.363 0.797
C 0.728 2.340 -0.024
C 0.199 0.998 -0.021
Co 2.241 3.157 -0.607
C 1.716 2.765 -2.252
O 1.477 2.655 -3.379
C 3.844 2.376 -0.538
O 4.959 2.069 -0.601
C 2.960 4.845 -0.995
O 3.720 5.350 -1.736
H 0.992 3.372 1.894
H 0.679 0.301 -0.783
H 0.073 0.718 1.076
*
```

HOMO-LUMO gap = 3.43 eV
LUMO level = 4.606 eV

One value per record, in order, for relative energy (zero: lowest compared OMol25 entry of this formula, charge and spin): 30.5 6.2 212.3 37.9 14.4 7.3 1.9 100.8 kcal per mole.
One value per record, in order, for molecular weight: 453.56 501.63 449.51 497.58 715.77 605.67 710.56 578.35 g mol⁻¹.